Record 1
A gas-phase ion, C5H12NO (charge +1) in a non-equilibrium geometry, computed with wB97M-V/def2-TZVPD.

The net charge is +1. The HOMO energy (spin up / spin down) is -12.4 / -13.8 eV. For the gap between HOMO and LUMO (spin up / spin down), the calculation gives 7.50 / 9.94 eV. Its spin multiplicity is 1.

Last column: Mulliken charge in e.
CARTESIAN COORDINATES (ANGSTROEM)
1 O -1.18 1.51 -0.28  -0.45
2 N 0.15 -0.47 -0.34  0.00
3 C 1.29 0.45 -0.43  -0.66
4 C -0.98 0.32 0.28  0.52
5 C 1.58 0.99 1.00  -1.12
6 C -0.21 -0.94 -1.63  -0.58
7 C -2.08 -0.45 0.91  -1.21
8 H 0.83 1.64 1.42  0.34
9 H -0.03 -0.27 -2.40  0.37
10 H -2.07 -0.29 2.01  0.29
11 H -2.02 -1.44 0.61  0.38
12 H 1.92 0.24 1.66  0.37
13 H 2.19 -0.04 -0.90  0.46
14 H 2.35 1.74 1.07  0.41
15 H 0.52 -1.22 0.24  0.38
16 H 1.10 1.17 -1.21  0.41
17 H -0.59 -1.95 -1.67  0.31
18 H -3.10 -0.22 0.38  0.39
19 H -2.12 1.82 -0.31  0.39

---

Record 2
A gas-phase ion, C5H12NO (charge +1) in a non-equilibrium geometry, computed with wB97M-V/def2-TZVPD.

The net charge is +1. As for the SMILES: C=C([NH3+])CCCO. The HOMO energy is -13.3 eV. For the gap between HOMO and LUMO, the calculation gives 9.44 eV. Its spin multiplicity is 1.

Last column: Mulliken charge in e.
CARTESIAN COORDINATES (ANGSTROEM)
1 O 0.86 2.14 1.92  -0.51
2 N -0.72 -1.65 -1.98  -0.29
3 C -0.97 -0.95 -0.70  0.64
4 C 1.58 1.56 0.82  -0.34
5 C -1.77 -1.58 0.17  -1.03
6 C -0.15 0.26 -0.50  -0.81
7 C 1.03 0.19 0.49  -0.50
8 H -0.87 -0.97 -2.75  0.40
9 H 0.66 -0.29 1.44  0.29
10 H 0.26 -1.93 -2.11  0.35
11 H 0.25 0.54 -1.49  0.30
12 H -1.35 -2.42 -2.22  0.37
13 H -2.28 -2.50 -0.02  0.29
14 H 1.60 2.36 0.06  0.31
15 H 1.85 -0.31 -0.02  0.30
16 H -0.81 1.10 -0.16  0.36
17 H -0.05 1.87 2.05  0.29
18 H -1.92 -1.03 1.08  0.29
19 H 2.59 1.41 1.24  0.27

---

Record 3
2 unconnected molecules or ions with the total composition C5H12NO, computed with wB97M-V/def2-TZVPD.

The net charge is +1. The HOMO energy is -13.2 eV. For the gap between HOMO and LUMO, the calculation gives 8.33 eV. Its spin multiplicity is 1.

Last column: Mulliken charge in e.
CARTESIAN COORDINATES (ANGSTROEM)
1 O 0.28 0.87 -0.06  -0.51
2 N -0.75 -1.02 1.94  0.05
3 C 1.22 0.68 -3.36  -0.65
4 C 0.12 -0.27 2.86  -0.66
5 C 0.37 -0.09 -1.16  -0.12
6 C -1.78 -0.52 1.37  -0.23
7 C 0.24 0.64 -2.46  -0.24
8 H 1.09 -0.19 2.38  0.29
9 H 1.12 1.25 -4.27  0.27
10 H -2.13 0.45 1.67  0.25
11 H -0.48 -0.77 -1.03  0.19
12 H -0.51 -1.99 1.77  0.31
13 H 0.19 -0.81 3.80  0.33
14 H -2.34 -1.17 0.71  0.35
15 H -0.71 1.13 -2.62  0.27
16 H 2.16 0.18 -3.18  0.23
17 H -0.30 0.72 2.99  0.26
18 H 1.30 -0.65 -1.08  0.28
19 H 0.92 1.56 -0.29  0.33

---

Record 4
A gas-phase ion, C5H12NO (charge +1) in a non-equilibrium geometry, computed with wB97M-V/def2-TZVPD.

The net charge is +1. As for the SMILES: OC[C@@H]1CCC[NH2+]1. The HOMO energy is -14.6 eV. For the gap between HOMO and LUMO, the calculation gives 11.26 eV. Its spin multiplicity is 1.

Last column: Mulliken charge in e.
CARTESIAN COORDINATES (ANGSTROEM)
1 O -1.79 2.40 0.08  -0.52
2 N 0.13 -0.71 1.03  -0.22
3 C 1.37 -0.82 -1.09  -0.56
4 C -0.27 0.50 0.04  -0.06
5 C -0.13 0.03 -1.42  -0.60
6 C 1.31 -1.50 0.25  -0.47
7 C -1.64 1.05 0.53  -0.63
8 H -1.74 3.10 0.77  0.34
9 H 0.55 1.21 0.23  0.37
10 H -2.36 0.32 0.26  0.39
11 H -1.46 1.06 1.67  0.30
12 H 1.99 0.16 -0.99  0.25
13 H -1.03 -0.55 -1.68  0.32
14 H 0.23 0.87 -2.10  0.31
15 H -0.68 -1.29 1.24  0.36
16 H 1.71 -1.38 -1.93  0.43
17 H 1.14 -2.65 0.24  0.32
18 H 0.52 -0.41 1.88  0.36
19 H 2.15 -1.39 1.01  0.30

---

Record 5
2 unconnected molecules or ions with the total composition C5H12NO in a non-equilibrium geometry, computed with wB97M-V/def2-TZVPD.

The net charge is +2. The HOMO energy (spin up / spin down) is -18.8 / -18.7 eV. For the gap between HOMO and LUMO (spin up / spin down), the calculation gives 7.89 / 4.57 eV. Its spin multiplicity is 2.

Last column: Mulliken charge in e.
CARTESIAN COORDINATES (ANGSTROEM)
1 O 3.42 -0.45 0.29  -0.63
2 N 0.66 1.13 0.35  0.08
3 C 0.09 0.40 -1.81  -0.59
4 C -2.55 -0.42 -0.15  -1.03
5 C -1.10 -0.89 0.10  -0.88
6 C 0.26 1.20 1.55  -0.22
7 C -0.07 0.10 -0.53  0.74
8 H -3.27 -0.99 0.52  0.36
9 H 0.91 1.38 2.46  0.35
10 H -0.98 -1.90 -0.28  0.43
11 H -0.78 -1.01 1.08  0.59
12 H -2.96 0.64 -0.05  0.35
13 H 0.07 -0.44 -2.64  0.36
14 H -0.83 0.98 1.57  0.36
15 H 1.51 1.50 0.02  0.29
16 H 4.43 -0.31 0.21  0.35
17 H 3.32 -1.34 0.62  0.32
18 H 0.85 1.15 -2.13  0.38
19 H -2.96 -0.72 -1.19  0.38

---

Record 6
A gas-phase ion, C5H12NO2 (charge -1) in a non-equilibrium geometry, computed with wB97M-V/def2-TZVPD.

The net charge is -1. The HOMO energy is -2.6 eV. For the gap between HOMO and LUMO, the calculation gives 6.52 eV. Its spin multiplicity is 1.

Last column: Mulliken charge in e.
CARTESIAN COORDINATES (ANGSTROEM)
1 O -2.03 -0.68 2.00  -0.48
2 O 0.52 2.13 -1.21  -0.62
3 N -1.50 -0.10 -0.29  -0.39
4 C -0.47 -0.91 -0.80  -0.76
5 C -2.45 -0.53 0.58  -0.49
6 C 1.77 1.58 -0.65  -0.48
7 C 0.95 -0.87 -0.19  -0.68
8 C 1.45 0.47 0.39  -0.79
9 H 1.67 -1.03 -0.89  0.38
10 H -0.66 -2.02 -0.59  0.39
11 H 2.34 1.28 -1.52  0.25
12 H 0.98 -1.65 0.54  0.42
13 H 2.26 0.30 1.11  0.44
14 H -0.19 1.51 -0.79  0.42
15 H -2.74 -1.76 0.49  0.19
16 H 0.69 0.86 1.14  0.23
17 H -0.49 -0.72 -1.88  0.32
18 H 2.41 2.32 -0.18  0.27
19 H -3.38 0.11 0.47  0.16
20 H -1.14 -0.29 2.28  0.22

---

Values of relative energy (zero: lowest compared OMol25 entry of this formula, charge and spin), in order: 4.481, 1.574, 1.705, 1.852, 4.344, 4.349, all in eV.